a) The following is a quantum chemistry calculation of a single C4H5I molecule, from the OMol25 dataset.

## Properties
Structure (SMILES): CC1=C[C@@H]1I
Highest occupied orbital energy in eV: -8.530
2S+1: 1
E_LUMO in Ha: 0.026

Element x y z (Å)
C  -0.42  -1.12  -1.03
C  0.24  -1.89  -0.03
C  -0.14  -0.22  -0.09
C  0.02  1.07  0.52
I  -1.10  -2.82  1.40
H  -0.91  -1.42  -1.96
H  0.99  -2.64  -0.22
H  0.08  1.87  -0.18
H  0.83  1.23  1.29
H  -0.92  1.28  0.98

Atom charges from the Mulliken analysis, given in e for atoms 1 to 6: atom 1 (C): -0.26, atom 2 (C): -0.57, atom 3 (C): 0.20, atom 4 (C): -0.97, atom 5 (I): -0.09, atom 6 (H): 0.33


b) The following is a quantum chemistry calculation of a 2-piece molecular cluster, C4H5I overall, from the OMol25 dataset.

## Properties
Highest occupied orbital energy in eV: -8.959
2S+1: 1
E_LUMO in Ha: -0.006

Element x y z (Å)
C  -0.05  -0.35  -1.08
C  0.63  -0.55  0.25
C  -0.83  -0.24  0.19
C  0.10  0.77  0.81
I  0.14  1.36  2.83
H  0.27  0.48  -1.78
H  -0.31  -1.30  -1.68
H  1.00  -1.51  0.60
H  -1.78  -0.64  0.30
H  0.82  1.97  -0.45

Atom charges from the Mulliken analysis, given in e for atoms 1 to 6: atom 1 (C): -0.56, atom 2 (C): -0.23, atom 3 (C): -0.14, atom 4 (C): -0.42, atom 5 (I): 0.08, atom 6 (H): 0.13


Least stable of them? b).


a) The following is a quantum chemistry calculation of a single C5H5FO2 molecule, from the OMol25 dataset.

## Properties
Structure (SMILES): O=CO/C=C/C=C\F
Highest occupied orbital energy in eV: -9.598
2S+1: 1
E_LUMO in Ha: 0.028

Element x y z (Å)
C  2.77  0.40  0.09
C  1.67  1.08  0.17
C  0.20  0.54  -0.09
C  -0.29  -0.70  0.12
C  -2.76  -0.16  0.09
H  3.72  0.76  -0.02
H  1.87  2.17  0.40
H  -0.58  1.30  -0.50
H  0.22  -1.76  0.65
H  -3.55  -0.90  0.21
O  -1.78  -1.01  0.00
O  -2.63  1.03  -0.14
F  2.67  -0.98  -0.21

Atom charges from the Mulliken analysis, given in e for atoms 1 to 6: atom 1 (C): -0.20, atom 2 (C): -0.35, atom 3 (C): 0.01, atom 4 (C): -0.16, atom 5 (C): 0.30, atom 6 (H): 0.39


b) The following is a quantum chemistry calculation of a single C5H5FO2 molecule, from the OMol25 dataset.

## Properties
Structure (SMILES): O[C@H]1C(F)=C[C@@H]2O[C@@H]21
Highest occupied orbital energy in eV: -9.863
2S+1: 1
E_LUMO in Ha: 0.026

Element x y z (Å)
C  -0.66  0.62  0.43
C  0.87  0.71  0.15
C  1.37  -0.61  -0.52
C  0.05  -1.45  -0.44
C  -0.89  -0.78  0.15
H  -1.49  2.29  -0.12
H  -1.01  0.80  1.46
H  1.18  1.69  -0.15
H  2.19  -0.75  -1.19
H  0.09  -2.59  -0.60
O  -1.37  1.43  -0.47
O  1.80  -0.13  0.86
F  -2.12  -1.22  0.44

Atom charges from the Mulliken analysis, given in e for atoms 1 to 6: atom 1 (C): 0.24, atom 2 (C): -0.27, atom 3 (C): -0.12, atom 4 (C): -0.62, atom 5 (C): 0.16, atom 6 (H): 0.33


Least stable of them? a).


a) The following is a quantum chemistry calculation of a single C5H5FO2 molecule, from the OMol25 dataset.

## Properties
Structure (SMILES): C#C[C@]1(O)[C@@H](O)[C@@H]1F
Highest occupied orbital energy in eV: -9.603
2S+1: 1
E_LUMO in Ha: 0.020

Element x y z (Å)
C  -0.54  -1.00  0.02
C  0.54  -0.47  0.91
C  0.23  0.24  -0.38
C  -0.46  1.52  -0.32
C  -1.03  2.59  -0.27
H  -0.06  -2.88  -0.25
H  -1.57  -0.84  0.34
H  1.51  -0.97  0.96
H  0.91  -0.71  -1.87
H  -1.51  3.52  -0.22
O  -0.31  -2.10  -0.81
O  1.16  0.09  -1.39
F  0.16  0.07  2.10

Atom charges from the Mulliken analysis, given in e for atoms 1 to 6: atom 1 (C): -0.30, atom 2 (C): -0.21, atom 3 (C): 0.53, atom 4 (C): -0.73, atom 5 (C): 0.29, atom 6 (H): 0.33


b) The following is a quantum chemistry calculation of a single C5H5FO2 molecule, from the OMol25 dataset.

## Properties
Structure (SMILES): O=C1C[C@@]2(F)C[C@@H]2O1
Highest occupied orbital energy in eV: -9.141
2S+1: 1
E_LUMO in Ha: 0.023

Element x y z (Å)
C  -0.05  -0.64  -0.57
C  -1.22  -1.29  0.33
C  -0.59  -0.03  0.83
C  0.67  1.58  -0.23
C  1.27  0.16  -0.40
H  -2.31  -1.35  -0.20
H  -1.08  -2.18  1.00
H  -0.13  -0.31  1.76
H  2.08  0.08  -1.24
H  1.83  -0.09  0.41
O  -0.64  1.29  0.50
O  0.84  2.71  -0.62
F  -0.66  0.08  -1.56

Atom charges from the Mulliken analysis, given in e for atoms 1 to 6: atom 1 (C): 0.34, atom 2 (C): -0.55, atom 3 (C): 0.05, atom 4 (C): 0.62, atom 5 (C): -0.68, atom 6 (H): 0.24


Least stable of them? b).


a) The following is a quantum chemistry calculation of a 2-piece molecular cluster, CFNO2S2 overall, from the OMol25 dataset.

## Properties
Highest occupied orbital energy (spin up / spin down) in eV: -10.953 / -10.590
2S+1: 1
E_LUMO (spin up / spin down) in Ha: -0.143 / -0.147

Element x y z (Å)
C  2.24  -0.02  0.32
N  2.50  0.89  1.03
O  -2.04  0.00  -1.49
O  -2.01  -0.95  0.80
F  -1.10  1.36  0.32
S  1.76  -1.14  -0.72
S  -1.35  -0.14  -0.25

Atom charges from the Mulliken analysis, given in e for atoms 1 to 6: atom 1 (C): 0.45, atom 2 (N): -0.30, atom 3 (O): -0.39, atom 4 (O): -0.39, atom 5 (F): -0.16, atom 6 (S): -0.12


b) The following is a quantum chemistry calculation of a single CFNO2S2 molecule, from the OMol25 dataset.

## Properties
Highest occupied orbital energy in eV: -10.132
2S+1: 1
E_LUMO in Ha: -0.081

Element x y z (Å)
C  -1.87  -0.13  0.36
N  -2.11  -1.20  0.80
O  0.17  0.82  -0.67
O  2.01  0.32  0.96
F  1.51  -1.40  -0.72
S  -1.52  1.41  -0.34
S  1.81  0.18  -0.39

Atom charges from the Mulliken analysis, given in e for atoms 1 to 6: atom 1 (C): 0.34, atom 2 (N): -0.35, atom 3 (O): -0.47, atom 4 (O): -0.32, atom 5 (F): -0.21, atom 6 (S): 0.19


c) The following is a quantum chemistry calculation of a 2-piece molecular cluster, CFNO2S2 overall, from the OMol25 dataset.

## Properties
Highest occupied orbital energy (spin up / spin down) in eV: -11.321 / -11.298
2S+1: 1
E_LUMO (spin up / spin down) in Ha: -0.181 / -0.181

Element x y z (Å)
C  -0.38  0.13  1.84
N  0.06  -0.36  2.77
O  0.35  -1.56  -0.55
O  -0.86  -0.23  -2.25
F  2.02  1.44  -1.28
S  -1.09  0.89  0.52
S  -0.10  -0.31  -1.05

Atom charges from the Mulliken analysis, given in e for atoms 1 to 6: atom 1 (C): 0.42, atom 2 (N): -0.25, atom 3 (O): -0.33, atom 4 (O): -0.35, atom 5 (F): -0.51, atom 6 (S): 0.03


Least stable of them? c).


a) The following is a quantum chemistry calculation of a single C2H6N2O3 molecule, from the OMol25 dataset.

## Properties
Structure (SMILES): C=NNC(O)(O)O
Highest occupied orbital energy in eV: -8.731
2S+1: 1
E_LUMO in Ha: 0.022

Element x y z (Å)
C  -2.61  -0.09  -0.13
C  1.02  0.13  0.09
N  -1.43  0.13  0.38
N  -0.29  -0.14  -0.37
O  1.76  -0.40  -1.04
O  1.22  1.53  0.22
O  1.33  -0.62  1.19
H  -3.50  0.33  0.34
H  -2.87  -0.86  -0.99
H  -0.35  -0.72  -1.13
H  2.52  -0.81  -0.61
H  2.19  1.71  0.03
H  1.01  -0.19  2.03

Atom charges from the Mulliken analysis, given in e for atoms 1 to 6: atom 1 (C): -0.32, atom 2 (C): 0.63, atom 3 (N): -0.59, atom 4 (N): 0.14, atom 5 (O): -0.56, atom 6 (O): -0.50


b) The following is a quantum chemistry calculation of C2H6N2O3 as an isolated structure, from the OMol25 dataset.

## Properties
Highest occupied orbital energy in eV: -10.191
2S+1: 1
E_LUMO in Ha: 0.004

Element x y z (Å)
C  0.36  0.76  -0.15
N  -1.30  -0.96  0.15
N  1.44  0.10  -0.06
C  -1.01  0.37  0.28
O  -2.61  -1.34  0.44
O  1.51  -1.08  0.60
O  -1.81  1.12  0.79
H  -3.01  -0.53  0.80
H  0.70  -1.30  1.09
H  -0.88  -1.57  -0.54
H  2.91  1.07  -1.16
H  0.45  1.76  -0.56
H  3.26  1.59  -1.69

Atom charges from the Mulliken analysis, given in e for atoms 1 to 6: atom 1 (C): -0.13, atom 2 (N): -0.22, atom 3 (N): -0.31, atom 4 (C): 0.69, atom 5 (O): -0.43, atom 6 (O): -0.39


Least stable of them? b).


a) The following is a quantum chemistry calculation of a single C2H6N2O3 molecule, from the OMol25 dataset.

## Properties
Structure (SMILES): O=C(O)NNCO
Highest occupied orbital energy in eV: -9.445
2S+1: 1
E_LUMO in Ha: 0.024

Element x y z (Å)
C  1.41  0.02  -0.02
C  -1.78  0.18  -0.11
N  0.36  -0.62  -0.71
N  -0.85  -0.76  0.02
O  1.03  1.15  0.75
O  -1.65  0.98  -1.00
O  -2.86  -0.07  0.74
H  1.87  -0.82  0.52
H  2.04  0.28  -0.81
H  -0.05  0.01  -1.47
H  -0.73  -1.42  0.77
H  0.32  1.69  0.41
H  -3.56  0.46  0.41

Atom charges from the Mulliken analysis, given in e for atoms 1 to 6: atom 1 (C): -0.31, atom 2 (C): 0.57, atom 3 (N): -0.63, atom 4 (N): 0.02, atom 5 (O): -0.53, atom 6 (O): -0.62


b) The following is a quantum chemistry calculation of C2H6N2O3 as an isolated structure, from the OMol25 dataset.

## Properties
Highest occupied orbital energy in eV: -8.574
2S+1: 1
E_LUMO in Ha: 0.003

Element x y z (Å)
C  0.93  -1.59  0.12
C  -0.99  -0.06  0.25
O  1.71  -1.04  1.09
N  -0.81  0.87  1.08
O  0.72  -2.78  0.08
H  1.70  -0.07  0.99
H  -1.31  0.73  1.96
H  -1.68  -0.91  0.23
N  0.15  1.49  -1.35
O  -0.45  0.18  -1.16
H  0.50  -0.70  -0.91
H  0.06  1.92  -0.42
H  -0.53  1.96  -1.95

Atom charges from the Mulliken analysis, given in e for atoms 1 to 6: atom 1 (C): 0.08, atom 2 (C): 0.06, atom 3 (O): -0.47, atom 4 (N): -0.59, atom 5 (O): -0.53, atom 6 (H): 0.35


c) The following is a quantum chemistry calculation of a single C2H6N2O3 molecule, from the OMol25 dataset.

## Properties
Structure (SMILES): C[N@@+]([O-])(O)C(N)=O
Highest occupied orbital energy in eV: -8.888
2S+1: 1
E_LUMO in Ha: 0.026

Element x y z (Å)
C  0.85  1.35  0.77
N  0.03  0.31  -0.16
C  -0.34  -0.98  0.46
N  -0.86  -1.84  -0.42
O  -1.03  1.12  -0.25
O  0.58  0.06  -1.49
O  -0.33  -1.09  1.66
H  0.10  0.71  -2.04
H  -0.99  -1.55  -1.38
H  -1.21  -2.73  -0.10
H  1.88  1.20  0.46
H  0.73  1.03  1.80
H  0.59  2.40  0.70

Atom charges from the Mulliken analysis, given in e for atoms 1 to 6: atom 1 (C): -0.71, atom 2 (N): 0.60, atom 3 (C): 0.52, atom 4 (N): -0.31, atom 5 (O): -0.77, atom 6 (O): -0.48


d) The following is a quantum chemistry calculation of a single C2H6N2O3 molecule, from the OMol25 dataset.

## Properties
Structure (SMILES): CN(O)C(=O)NO
Highest occupied orbital energy in eV: -9.203
2S+1: 1
E_LUMO in Ha: 0.027

Element x y z (Å)
C  1.51  0.52  -0.67
N  0.07  0.49  -0.77
N  -0.26  -1.32  0.67
C  -0.75  -0.12  0.27
O  -0.41  1.78  -1.12
O  -1.21  -2.06  1.53
O  -1.73  0.44  0.75
H  -1.14  1.94  -0.48
H  -1.82  -1.35  1.83
H  0.11  -1.94  -0.05
H  1.81  1.15  0.17
H  1.91  -0.48  -0.53
H  1.93  0.93  -1.60

Atom charges from the Mulliken analysis, given in e for atoms 1 to 6: atom 1 (C): -0.77, atom 2 (N): 0.03, atom 3 (N): -0.11, atom 4 (C): 0.52, atom 5 (O): -0.43, atom 6 (O): -0.42


Least stable of them? b).